(1)
Formula: C30H51BF5N3O19P
Source: OMol25
Level of theory: ωB97M-V with the def2-TZVPD basis set

Results
electronic energy = -3632.9213 a.u.

```
! wB97M-V def2-TZVPD RIJCOSX def2/J DEFGRID3
* xyz 1 1
C 6.661 -0.702 -0.291
C 5.306 -0.906 -1.035
P 4.418 -2.212 -0.055
C 3.822 -1.316 1.465
N 2.980 -2.810 -0.974
C 2.027 -1.967 -1.229
N 2.181 -0.637 -1.205
N 0.725 -2.442 -1.615
C 0.179 -3.410 -0.661
C -1.230 -3.857 -1.009
C -1.766 -4.889 0.015
C -2.480 -4.115 1.171
C -3.974 -3.891 0.781
C -4.415 -2.416 1.006
C -5.915 -2.385 1.435
C -6.702 -1.237 0.755
C -7.485 -1.808 -0.452
C -8.231 -0.692 -1.198
O -9.148 -0.042 -0.320
C -8.719 1.276 -0.006
O 0.943 -3.028 -2.875
B 0.150 -2.421 -3.865
O -0.607 -3.260 -4.670
O 0.145 -1.072 -4.090
H 6.907 -1.607 0.269
H 6.496 0.084 0.449
H 7.453 -0.388 -0.964
H 5.420 -1.221 -2.073
H 4.774 0.045 -0.955
H 2.842 -1.660 1.797
H 4.575 -1.526 2.225
H 3.858 -0.233 1.318
H 2.644 -3.628 -0.468
H 1.628 -0.069 -0.579
H 2.825 -0.223 -1.866
H 0.136 -2.962 0.336
H 0.800 -4.321 -0.668
H -1.290 -4.317 -2.001
H -1.927 -3.010 -1.021
H -0.918 -5.476 0.383
H -2.477 -5.558 -0.464
H -2.017 -3.125 1.218
H -2.369 -4.681 2.095
H -4.586 -4.518 1.431
H -4.122 -4.170 -0.263
H -3.781 -1.992 1.785
H -4.360 -1.851 0.072
H -5.913 -2.234 2.518
H -6.426 -3.321 1.205
H -7.407 -0.823 1.478
H -6.043 -0.441 0.396
H -6.749 -2.293 -1.103
H -8.210 -2.519 -0.050
H -7.532 0.050 -1.595
H -8.797 -1.170 -2.005
H -9.266 1.600 0.879
H -8.916 1.936 -0.860
H -7.652 1.324 0.231
H -1.473 -3.342 -4.240
H -0.773 -0.761 -4.091
C 0.005 4.341 -1.093
C 0.553 2.965 -1.358
O -0.253 2.139 -0.538
C -1.467 2.779 -0.436
O -2.458 2.259 -0.051
O -1.378 4.065 -0.836
F 1.845 2.848 -0.947
H 0.455 4.805 -0.213
H 0.120 5.012 -1.940
H 0.470 2.633 -2.395
C 5.594 5.196 -1.401
C 5.012 6.368 -2.155
O 3.688 6.434 -1.647
C 3.733 5.942 -0.374
O 2.873 6.088 0.430
O 4.888 5.273 -0.152
F 4.955 6.141 -3.488
H 5.380 4.245 -1.879
H 6.664 5.280 -1.251
H 5.517 7.319 -1.974
C -0.618 0.788 3.046
C -0.764 -0.412 3.940
O 0.565 -0.899 4.021
C 1.387 0.187 3.868
O 2.539 0.193 4.139
O 0.700 1.246 3.366
F -1.547 -1.367 3.366
H -0.665 0.523 1.988
H -1.361 1.555 3.249
H -1.136 -0.192 4.940
C 8.968 5.250 -6.055
C 9.752 5.655 -4.833
O 8.763 5.627 -3.814
C 7.842 4.699 -4.192
O 7.027 4.232 -3.463
O 7.979 4.376 -5.497
F 10.236 6.911 -4.943
H 8.476 6.100 -6.529
H 9.575 4.734 -6.795
H 10.564 4.976 -4.569
C -4.020 -2.759 5.272
C -3.243 -2.372 6.505
O -4.222 -2.414 7.518
C -5.150 -3.345 7.127
O -5.958 -3.827 7.839
O -5.004 -3.643 5.805
F -2.758 -1.102 6.410
H -4.512 -1.900 4.810
H -3.406 -3.259 4.525
H -2.427 -3.052 6.757
*
```

(2)
Formula: C30H51BeBrN4P2
Source: OMol25
Level of theory: ωB97M-V with the def2-TZVPD basis set

Results
energy above the lowest of the compared OMol25 structures with the same formula, charge and spin = 1.0201 eV
electronic energy = -4663.4743 a.u.

```
! wB97M-V def2-TZVPD RIJCOSX def2/J DEFGRID3
* xyz 2 1
C -1.070 6.219 -3.054
C -1.370 4.851 -3.265
C -1.553 4.375 -4.600
C -1.387 5.287 -5.637
N -1.070 6.569 -5.402
C -0.926 7.043 -4.162
C -1.509 4.021 -2.122
C -1.406 3.220 -1.161
C -0.414 2.111 -0.687
C 0.855 2.460 -0.118
C 1.792 1.432 0.135
C 1.480 0.042 -0.011
C 0.197 -0.221 -0.590
C -0.793 0.761 -0.760
Be -1.967 2.611 0.310
P 2.601 -1.366 0.327
H -1.842 3.357 -4.849
H -0.976 6.658 -2.056
H -1.506 4.998 -6.687
H -0.683 8.108 -4.050
H -1.827 0.419 -0.831
H 1.041 3.533 0.090
H 0.064 -1.188 -1.069
H 2.775 1.837 0.418
C 2.388 -2.550 1.744
C 2.984 -3.935 1.538
H 1.255 -2.713 1.882
H 2.746 -2.095 2.694
H 3.240 -4.375 2.511
H 2.238 -4.583 1.062
H 3.882 -3.925 0.904
C 3.091 -2.133 -1.275
C 3.534 -1.059 -2.259
H 2.198 -2.682 -1.639
H 3.912 -2.856 -1.064
H 3.627 -1.504 -3.258
H 2.823 -0.230 -2.362
H 4.521 -0.630 -2.031
C 3.972 -0.372 0.927
C 5.199 -1.221 1.185
H 3.598 0.100 1.838
H 4.184 0.401 0.185
H 6.040 -0.563 1.469
H 5.024 -1.927 2.016
H 5.496 -1.809 0.299
Br -0.376 -1.992 1.471
P -2.596 -3.135 -1.867
C -0.847 -3.401 -1.474
C -0.342 -4.775 -1.862
H -0.761 -3.264 -0.363
H -0.235 -2.623 -1.962
H 0.744 -4.730 -1.978
H -0.574 -5.491 -1.061
H -0.793 -5.102 -2.807
C -3.506 -3.036 -0.284
C -4.761 -3.881 -0.460
H -3.721 -1.999 -0.080
H -2.872 -3.414 0.500
H -5.215 -4.113 0.515
H -5.514 -3.349 -1.062
H -4.522 -4.828 -0.964
C -2.638 -1.456 -2.573
C -3.040 -1.625 -4.046
H -1.641 -1.011 -2.468
H -3.362 -0.839 -2.025
H -3.353 -0.662 -4.469
H -2.183 -2.013 -4.621
H -3.877 -2.342 -4.139
C 0.962 3.415 3.017
N 0.135 2.420 3.701
C 0.132 2.525 5.138
C -0.926 1.725 3.110
N -1.567 2.397 2.064
N -1.199 0.530 3.675
C -0.151 -0.150 4.469
C -2.480 -0.184 3.731
H 1.815 3.635 3.670
H 0.408 4.327 2.770
H 1.328 2.955 2.101
H -0.818 2.200 5.574
H 0.920 1.925 5.585
H 0.278 3.540 5.489
H -1.305 3.389 2.185
H -0.358 0.034 5.533
H -0.191 -1.223 4.269
H 0.848 0.225 4.196
H -3.235 0.358 3.116
H -2.316 -1.206 3.353
H -2.749 -0.231 4.799
*
```

(3)
Formula: C30H51IrNP2
Source: OMol25
Level of theory: ωB97M-V with the def2-TZVPD basis set

Results
<S²> = 6.0368
energy above the lowest of the compared OMol25 structures with the same formula, charge and spin = 1.4721 eV
electronic energy = -2014.9420 a.u.

```
! wB97M-V def2-TZVPD RIJCOSX def2/J DEFGRID3
* xyz 1 5
Ir 0.333 -1.238 -2.099
C -0.670 -2.219 0.923
C 0.645 -2.199 0.147
C 0.751 -1.074 2.327
C -0.574 -1.503 2.151
C 1.508 -1.435 1.173
C -1.665 -3.315 0.772
H -1.513 -3.924 -0.144
H -2.688 -2.921 0.701
H -1.592 -3.982 1.669
C -1.589 -1.409 3.249
H -2.445 -2.042 3.035
H -1.996 -0.394 3.461
H -1.126 -1.763 4.184
C 1.216 -0.386 3.564
H 0.844 -0.939 4.432
H 0.866 0.657 3.700
H 2.303 -0.396 3.617
C 2.968 -1.695 1.292
H 3.208 -2.454 2.068
H 3.547 -0.814 1.607
H 3.418 -2.050 0.351
C 1.197 -3.564 -0.212
H 1.412 -4.202 0.665
H 2.148 -3.419 -0.755
H 0.460 -4.062 -0.841
C -1.009 -0.307 -3.715
C -1.112 -1.690 -3.718
C -0.353 -2.611 -4.628
C 1.193 -2.565 -4.566
C 1.851 -1.934 -3.357
C 1.718 -0.407 -3.156
C 1.269 0.576 -4.205
C -0.123 0.357 -4.758
H -0.626 -2.510 -5.703
H 1.617 -2.121 -5.481
H -0.608 -3.638 -4.328
H -0.085 -0.238 -5.709
H -1.921 0.244 -3.436
H -2.122 -2.041 -3.494
H -0.528 1.344 -5.056
H 1.342 1.551 -3.692
H 2.713 -0.075 -2.778
H 1.975 0.559 -5.033
H 1.507 -3.616 -4.528
H 2.917 -2.253 -3.281
P -1.358 0.128 -0.453
P 1.419 0.878 -0.386
C -1.096 1.734 -1.298
C 0.368 2.199 -1.186
H -1.749 2.488 -0.832
H -1.361 1.709 -2.353
H 0.745 2.380 -2.198
H 0.464 3.168 -0.634
C 1.722 1.697 1.258
H 2.431 1.154 1.901
H 0.794 1.800 1.836
H 2.152 2.709 1.147
C 3.253 0.932 -0.803
H 3.471 1.833 -1.397
H 3.528 0.027 -1.366
H 3.905 0.918 0.094
C -2.571 0.687 0.861
H -2.875 -0.199 1.408
H -3.443 1.106 0.353
H -2.108 1.459 1.509
C -2.687 -0.972 -1.187
H -2.123 -1.769 -1.724
H -3.280 -0.521 -1.984
H -3.348 -1.486 -0.447
C -1.332 1.677 5.376
C -1.362 2.582 4.208
C -2.445 3.479 3.899
C -2.020 4.257 2.830
C -0.689 3.834 2.534
C 0.162 4.501 1.556
N -0.336 2.781 3.332
H -0.936 2.238 6.240
H -2.341 1.327 5.659
H -0.699 0.803 5.150
H -3.413 3.490 4.414
H -2.567 5.008 2.313
H -0.246 4.458 0.542
H 0.236 5.565 1.793
H 1.155 4.058 1.622
*
```

(4)
Formula: C30H51N5O8RbS
Source: OMol25
Level of theory: ωB97M-V with the def2-TZVPD basis set

Results
electronic energy = -2471.8993 a.u.

```
! wB97M-V def2-TZVPD RIJCOSX def2/J DEFGRID3
* xyz -1 1
Rb -0.964 0.175 2.250
C 0.302 1.082 -4.391
C -0.724 0.996 -3.261
C -1.399 -0.381 -3.133
C -0.634 -1.679 -2.775
C 0.599 -1.926 -3.649
C -1.626 -2.824 -3.015
N -0.305 -1.638 -1.328
C 0.472 -2.760 -0.766
C 1.986 -2.578 -0.743
N 2.435 -1.718 0.342
C 2.241 -2.379 1.653
C 1.175 -1.683 2.527
O 0.070 -2.250 2.669
O 1.480 -0.551 2.978
C 3.825 -1.208 0.204
C 4.302 -0.996 -1.231
C 4.014 0.037 1.089
C 3.529 1.434 0.602
C 4.646 2.142 -0.182
C 3.226 2.262 1.862
N 2.349 1.283 -0.266
C 1.657 2.516 -0.654
C 0.937 2.341 -1.984
N -0.289 1.528 -1.940
C -1.417 2.284 -1.326
C -1.724 1.977 0.160
O -2.668 1.181 0.375
O -1.008 2.519 1.037
H -0.145 0.648 -5.289
H 1.237 0.558 -4.205
H 0.543 2.124 -4.612
H -1.539 1.642 -3.619
H -1.891 -0.572 -4.095
H -2.209 -0.284 -2.399
H 0.350 -1.826 -4.709
H 0.975 -2.942 -3.494
H 1.407 -1.232 -3.416
H -1.896 -2.860 -4.075
H -2.536 -2.670 -2.434
H -1.196 -3.796 -2.757
H -1.649 -1.729 -0.418
H 0.135 -0.743 -1.115
H 0.238 -3.659 -1.339
H 0.115 -2.945 0.253
H 2.290 -2.143 -1.688
H 2.454 -3.579 -0.682
H 3.187 -2.378 2.199
H 1.953 -3.422 1.497
H 4.497 -1.975 0.629
H 3.643 -0.315 -1.769
H 4.388 -1.936 -1.779
H 5.299 -0.549 -1.200
H 5.083 0.131 1.313
H 3.516 -0.174 2.036
H 5.585 2.084 0.377
H 4.431 3.203 -0.331
H 4.793 1.685 -1.163
H 4.113 2.325 2.503
H 2.427 1.780 2.432
H 2.922 3.281 1.607
H 1.715 0.628 0.176
H 2.412 3.287 -0.829
H 0.966 2.893 0.099
H 1.656 1.876 -2.651
H 0.711 3.348 -2.385
H -2.328 2.049 -1.873
H -1.220 3.359 -1.430
C 2.253 0.634 5.790
C 0.843 0.120 5.739
C -0.234 0.997 5.593
C -1.529 0.524 5.545
C -1.764 -0.844 5.561
C -0.710 -1.736 5.674
C 0.580 -1.246 5.796
S -3.412 -1.431 5.422
O -3.393 -2.861 5.560
O -4.269 -0.646 6.272
N -3.835 -0.994 3.885
C -3.685 -1.954 2.778
C -4.253 -1.314 1.512
C -3.540 -1.689 0.232
O -4.102 -1.833 -0.834
O -2.237 -1.784 0.424
H 2.324 1.615 5.316
H 2.905 -0.044 5.239
H 2.615 0.724 6.818
H -0.055 2.065 5.546
H -2.368 1.202 5.450
H -0.903 -2.801 5.673
H 1.407 -1.944 5.863
H -4.752 -0.561 3.932
H -4.193 -2.885 3.034
H -2.628 -2.186 2.646
H -4.109 -0.227 1.560
H -5.316 -1.512 1.387
*
```

(5)
Formula: C30H52Br6F12O16P2
Source: OMol25
Level of theory: ωB97M-V with the def2-TZVPD basis set

Results
electronic energy = -19703.5165 a.u.

```
! wB97M-V def2-TZVPD RIJCOSX def2/J DEFGRID3
* xyz 0 1
C -1.119 -0.129 -3.981
C 0.304 0.300 -3.433
O 0.860 -0.920 -3.002
C 2.000 -0.924 -2.233
O 2.538 0.096 -1.895
C 2.512 -2.343 -1.856
F 2.456 -2.470 -0.583
F 1.782 -3.274 -2.483
F 3.771 -2.499 -2.236
H -1.655 -0.533 -3.123
H -1.154 -0.878 -4.773
H -1.696 0.661 -4.463
H 0.231 1.008 -2.608
H 1.002 0.648 -4.195
C -5.061 -4.392 1.588
C -6.024 -3.615 0.682
O -7.038 -4.517 0.257
C -6.979 -5.249 -0.873
O -6.018 -5.165 -1.648
C -8.277 -6.035 -1.212
F -8.868 -5.445 -2.251
F -8.003 -7.301 -1.485
F -9.210 -5.963 -0.202
H -4.182 -3.870 1.966
H -4.661 -5.288 1.114
H -5.708 -4.699 2.410
H -5.437 -3.206 -0.141
H -6.525 -2.763 1.141
C -1.099 0.804 0.580
C -0.572 -0.609 0.541
O -1.340 -1.453 -0.310
C -1.070 -2.755 -0.432
O -0.084 -3.290 0.004
C -2.108 -3.606 -1.211
F -1.483 -4.570 -1.842
F -2.894 -4.128 -0.276
F -2.831 -2.796 -2.020
H -2.154 0.909 0.832
H -0.908 1.278 -0.383
H -0.674 1.383 1.400
H -0.619 -1.043 1.539
H 0.493 -0.728 0.344
C 3.322 3.740 0.086
C 2.422 2.540 0.458
O 1.624 2.834 1.594
C 2.131 2.934 2.808
O 3.275 2.713 3.051
C 1.097 3.499 3.849
F 0.654 4.677 3.397
F 0.084 2.646 3.961
F 1.595 3.653 5.096
H 3.764 3.627 -0.904
H 4.089 3.917 0.839
H 2.666 4.609 0.040
H 3.087 1.707 0.683
H 1.839 2.268 -0.422
C -2.904 5.231 0.654
Br -1.189 4.235 0.749
Br -2.722 7.064 1.437
Br -4.310 4.158 1.517
H -3.241 5.422 -0.365
C -4.312 -1.232 3.908
Br -5.648 -0.750 2.452
Br -4.005 0.275 5.256
Br -2.627 -1.914 3.070
H -4.672 -2.059 4.518
C 3.566 -6.908 4.249
C 4.174 -5.864 5.176
O 3.487 -4.616 4.997
P 4.332 -3.261 5.090
O 4.803 -2.922 6.480
O 5.509 -3.374 3.996
C 6.321 -2.271 3.521
C 7.750 -2.709 3.199
O 3.340 -2.172 4.457
C 2.711 -2.356 3.164
C 2.730 -1.010 2.507
H 2.480 -6.973 4.326
H 3.634 -6.626 3.198
H 4.016 -7.896 4.343
H 4.030 -6.242 6.188
H 5.241 -5.940 4.968
H 5.918 -1.757 2.648
H 6.279 -1.473 4.262
H 8.240 -3.083 4.097
H 7.748 -3.356 2.322
H 8.265 -1.780 2.952
H 3.219 -3.117 2.572
H 1.688 -2.719 3.269
H 2.206 -0.200 3.016
H 3.761 -0.716 2.309
H 2.262 -1.141 1.531
C 0.856 8.309 -2.961
C 0.895 6.816 -2.839
O 0.273 6.310 -4.043
P -0.140 4.767 -4.250
O 0.574 3.817 -3.341
O -1.760 4.829 -4.113
C -2.374 4.548 -2.842
C -2.576 3.056 -2.739
O 0.070 4.558 -5.811
C 0.234 3.235 -6.374
C -1.181 2.640 -6.672
H 1.670 8.727 -3.553
H -0.048 8.715 -3.417
H 0.998 8.817 -2.007
H 1.952 6.557 -2.791
H 0.435 6.542 -1.890
H -1.729 4.868 -2.023
H -3.253 5.184 -2.739
H -3.177 2.830 -1.859
H -3.265 2.802 -3.545
H -1.655 2.473 -2.757
H 0.796 3.441 -7.285
H 0.814 2.573 -5.732
H -1.803 2.586 -5.779
H -1.712 3.378 -7.275
H -1.120 1.675 -7.174
*
```

- electronic energy of number 2 (C30H51BeBrN4P2)?
  -4663.4743 a.u.

- Among the records above, which one has the highest electronic energy?
  C30H51IrNP2

- Number 1 is which compound?
  C30H51BF5N3O19P